Entry 1:
2 unconnected molecules or ions with the total composition C4H9O2. Source: the Open Molecules 2025 dataset; level of theory: ωB97M-V/def2-TZVPD.

Last column: Löwdin charge in e.
Atoms and positions in Å:
1 C 0.871 0.421 -0.234  -0.115
2 C -0.536 0.032 -0.109  -0.215
3 C -0.890 -1.176 -0.931  -0.108
4 O -0.458 2.918 0.244  -0.567
5 C 0.615 -0.442 1.042  -0.298
6 O 1.642 -1.609 1.017  -0.272
7 H 1.093 1.463 -0.062  0.069
8 H 1.454 -0.107 -0.991  0.116
9 H -1.021 3.695 0.159  -0.193
10 H -1.230 0.852 0.009  0.097
11 H -1.651 -1.831 -0.480  0.069
12 H -0.062 -1.916 -0.815  0.072
13 H -1.009 -0.947 -2.002  0.082
14 H 0.319 -1.540 1.267  0.139
15 H 0.864 0.187 1.886  0.124

HOMO level, eV: -2.95
Gap between HOMO and LUMO, eV: 6.742
F_max, eV/Å: 3.57
LUMO level, eV: 3.789
Total charge: -1

Entry 2:
A molecular structure, C39H31Cl5N6O8SbSiW. Source: the Open Molecules 2025 dataset; level of theory: ωB97M-V/def2-TZVPD.

Last column: Löwdin charge in e.
Atoms and positions in Å:
1 W 0.421 0.647 0.593  1.554
2 C 0.888 -2.740 1.698  0.001
3 C 0.825 -1.707 2.780  -0.280
4 C 1.147 -2.034 4.091  0.001
5 C 1.126 -1.067 5.080  -0.024
6 C 0.727 0.225 4.764  -0.086
7 C 0.395 0.489 3.453  -0.468
8 N 0.471 -0.440 2.495  -0.097
9 Sb -0.495 2.434 2.853  1.433
10 C -2.192 1.165 2.469  -0.435
11 C -3.419 1.217 3.086  -0.078
12 C -4.403 0.324 2.676  -0.027
13 C -4.067 -0.626 1.740  -0.025
14 C -2.780 -0.679 1.194  -0.302
15 C -2.458 -1.890 0.370  -0.035
16 N -1.878 0.277 1.492  -0.002
17 C -1.138 3.016 0.825  -0.537
18 C -1.983 4.104 0.815  -0.112
19 C -2.424 4.569 -0.407  -0.014
20 C -1.987 3.920 -1.546  -0.003
21 C -1.153 2.812 -1.480  -0.253
22 C -0.730 2.200 -2.776  -0.004
23 N -0.746 2.349 -0.267  -0.060
24 H 1.906 -3.122 1.604  0.103
25 H 0.584 -2.351 0.733  0.056
26 H 0.246 -3.584 1.956  0.101
27 H 1.437 -3.051 4.318  0.132
28 H 1.420 -1.315 6.092  0.127
29 H 0.699 1.007 5.511  0.113
30 H -3.606 1.942 3.867  0.108
31 H -5.398 0.355 3.103  0.122
32 H -4.782 -1.375 1.427  0.127
33 H -3.261 -2.079 -0.344  0.072
34 H -2.424 -2.749 1.046  0.102
35 H -1.521 -1.837 -0.165  0.037
36 H -2.262 4.588 1.744  0.106
37 H -3.073 5.433 -0.478  0.126
38 H -2.288 4.270 -2.523  0.123
39 H -1.218 2.732 -3.590  0.097
40 H -1.028 1.159 -2.851  0.053
41 H 0.345 2.273 -2.913  0.099
42 O 3.086 -1.287 -1.042  0.125
43 C 3.170 -0.858 0.081  -0.545
44 O 2.171 -0.348 0.780  -0.303
45 C 4.431 -0.933 0.885  -0.101
46 C 4.385 -0.805 2.265  0.049
47 C 5.557 -0.897 2.984  -0.098
48 C 6.785 -1.088 2.383  0.104
49 C 6.791 -1.207 1.006  -0.093
50 C 5.642 -1.146 0.242  0.094
51 N 8.090 -1.413 0.323  -0.345
52 O 8.080 -1.414 -0.890  0.099
53 O 9.077 -1.474 1.022  0.103
54 N 5.484 -0.784 4.457  -0.338
55 O 4.377 -0.649 4.946  0.064
56 O 6.515 -0.882 5.078  0.116
57 H 3.453 -0.635 2.780  0.099
58 H 7.698 -1.149 2.956  0.139
59 H 5.690 -1.251 -0.832  0.141
60 Cl -4.031 0.272 -1.845  0.755
61 C -4.125 -0.230 -3.520  -0.549
62 C -5.283 0.048 -4.221  -0.107
63 C -5.363 -0.296 -5.559  -0.074
64 C -4.267 -0.867 -6.186  -0.098
65 C -3.106 -1.114 -5.475  -0.574
66 Cl -1.725 -1.703 -6.339  0.766
67 C -3.014 -0.852 -4.101  -0.298
68 N -1.851 -1.075 -3.363  0.059
69 C -1.106 -2.296 -3.423  -0.254
70 C -1.720 -3.524 -3.622  -0.037
71 C -0.958 -4.682 -3.636  -0.067
72 C 0.412 -4.617 -3.432  -0.067
73 C 1.024 -3.388 -3.234  -0.015
74 C 0.277 -2.217 -3.243  -0.159
75 C 0.946 -0.878 -3.081  -0.019
76 C 0.694 -0.266 -1.751  -0.580
77 O 1.243 0.810 -1.350  -0.161
78 O -0.146 -0.767 -0.932  -0.128
79 H -6.111 0.526 -3.715  0.107
80 H -6.267 -0.099 -6.118  0.113
81 H -4.294 -1.104 -7.241  0.111
82 H -1.953 -0.772 -2.403  0.052
83 H -2.791 -3.568 -3.782  0.123
84 H -1.438 -5.637 -3.804  0.110
85 H 1.006 -5.523 -3.439  0.108
86 H 2.095 -3.328 -3.083  0.119
87 H 0.566 -0.171 -3.826  0.140
88 H 2.025 -0.940 -3.201  0.135
89 Cl 1.621 4.507 0.969  0.275
90 Si 2.169 2.512 1.129  -0.687
91 Cl 3.692 2.353 -0.245  0.348
92 Cl 3.104 2.358 2.980  0.297

HOMO level (spin up / spin down), eV: -10.56 / -10.56
Gap between HOMO and LUMO (spin up / spin down), eV: 7.300 / 6.391
F_max, eV/Å: 1.14
LUMO level (spin up / spin down), eV: -3.259 / -4.171
Spin multiplicity: 3
Total charge: +1

Entry 3:
A gas-phase ion, C5H10NO (charge -1). Source: the Open Molecules 2025 dataset; level of theory: ωB97M-V/def2-TZVPD.

Last column: Löwdin charge in e.
Atoms and positions in Å:
1 C -1.273 -1.407 1.590  -0.002
2 C -0.118 -0.925 1.124  -0.438
3 N 1.052 -1.691 0.900  0.065
4 C -0.008 0.463 0.527  -0.214
5 C -0.463 0.835 -0.876  -0.220
6 C 0.604 1.575 -1.759  -0.587
7 O 0.075 2.025 -2.901  -0.369
8 H -1.269 -2.438 1.950  0.035
9 H -2.083 -0.772 1.914  0.042
10 H 0.887 -2.682 1.004  0.067
11 H 1.357 -1.536 -0.057  0.085
12 H 1.095 0.628 0.502  0.095
13 H -0.190 1.217 1.308  0.108
14 H -0.779 -0.078 -1.404  0.100
15 H -1.331 1.488 -0.865  0.088
16 H 0.970 2.397 -1.062  0.079
17 H 1.473 0.901 -1.895  0.068

HOMO level, eV: -2.28
Gap between HOMO and LUMO, eV: 6.009
F_max, eV/Å: 3.08
SMILES string: C=C(N)CCC[O-]
LUMO level, eV: 3.724
Total charge: -1

Entry 4:
5 unconnected molecules or ions with the total composition C5H15N5O10. Source: the Open Molecules 2025 dataset; level of theory: ωB97M-V/def2-TZVPD.

Last column: Löwdin charge in e.
Atoms and positions in Å:
1 C 12.872 -2.157 -20.059  0.035
2 N 11.529 -2.777 -19.980  -0.469
3 O 11.306 -3.376 -18.977  0.082
4 O 10.750 -2.711 -20.918  0.055
5 H 13.239 -2.508 -21.024  0.099
6 H 13.569 -2.337 -19.240  0.099
7 H 12.756 -1.075 -20.115  0.099
8 C -3.841 -7.375 -20.863  0.051
9 N -3.642 -6.734 -19.472  -0.426
10 O -3.414 -7.489 -18.517  0.041
11 O -3.759 -5.527 -19.440  0.061
12 H -4.910 -7.491 -21.040  0.097
13 H -3.389 -8.366 -20.917  0.084
14 H -3.185 -6.790 -21.508  0.093
15 C 6.218 3.693 -17.827  0.044
16 N 7.125 2.461 -17.861  -0.393
17 O 8.245 2.688 -18.338  0.040
18 O 6.689 1.322 -17.512  0.029
19 H 6.771 4.521 -17.384  0.089
20 H 5.482 3.521 -17.043  0.090
21 H 5.918 3.925 -18.849  0.101
22 C 0.781 -4.090 -26.761  0.034
23 N -0.512 -4.853 -26.791  -0.418
24 O -0.516 -6.011 -26.309  0.033
25 O -1.502 -4.305 -27.222  0.068
26 H 1.502 -4.876 -26.538  0.090
27 H 0.831 -3.383 -25.933  0.098
28 H 1.142 -3.534 -27.626  0.095
29 C 4.308 -4.089 -20.249  0.042
30 N 3.193 -4.790 -20.984  -0.423
31 O 2.120 -4.152 -21.113  0.029
32 O 3.458 -5.824 -21.567  0.062
33 H 4.014 -3.356 -19.498  0.096
34 H 4.913 -3.660 -21.047  0.101
35 H 4.903 -4.865 -19.768  0.093

HOMO level, eV: -11.02
Gap between HOMO and LUMO, eV: 10.775
F_max, eV/Å: 3.77
SMILES string: C[N+](=O)[O-].C[N+](=O)[O-].C[N+](=O)[O-].C[N+](=O)[O-].C[N+](=O)[O-]
LUMO level, eV: -0.241

Entry 5:
A gas-phase ion, C10H10O2P (charge +1). Source: the Open Molecules 2025 dataset; level of theory: ωB97M-V/def2-TZVPD.

Last column: Löwdin charge in e.
Atoms and positions in Å:
1 C 3.520 0.115 0.026  -0.002
2 C 3.136 -1.222 -0.165  -0.031
3 C 2.508 1.046 0.280  0.013
4 C 1.845 -1.608 -0.374  0.000
5 C 1.158 0.736 0.075  -0.111
6 C 0.897 -0.642 -0.246  -0.155
7 C 0.120 1.818 0.279  -0.237
8 C -0.544 -0.915 -0.320  -0.457
9 C -2.860 0.494 -1.305  -0.214
10 C -2.465 -0.050 1.467  -0.168
11 O 0.010 2.928 0.613  0.182
12 O -1.047 -2.004 -0.444  0.104
13 P -1.622 0.543 -0.030  1.063
14 H 4.547 0.452 0.219  0.134
15 H 3.999 -1.876 -0.491  0.147
16 H 2.834 1.950 0.633  0.101
17 H 1.540 -2.678 -0.640  0.174
18 H -2.663 1.055 -2.303  0.107
19 H -3.812 0.906 -0.893  0.075
20 H -3.050 -0.547 -1.543  0.059
21 H -3.454 -0.396 1.062  0.080
22 H -2.760 0.718 2.218  0.080
23 H -1.837 -0.822 1.882  0.056

HOMO level, eV: -13.56
Gap between HOMO and LUMO, eV: 8.636
F_max, eV/Å: 4.36
LUMO level, eV: -4.925
Total charge: +1

Entry 6:
3 unconnected molecules or ions with the total composition C2H5NO. Source: the Open Molecules 2025 dataset; level of theory: ωB97M-V/def2-TZVPD.

Last column: Löwdin charge in e.
Atoms and positions in Å:
1 C -1.120 -0.083 -0.249  -0.083
2 C 0.261 0.574 -0.186  -0.751
3 H -1.259 -1.185 -0.262  0.062
4 H -1.430 0.407 -1.259  0.114
5 H -1.915 0.294 0.534  0.109
6 H 1.483 -1.568 1.745  0.097
7 H 2.350 -0.016 0.638  0.195
8 N 1.284 -0.209 -0.864  0.211
9 O 0.345 1.787 -0.098  0.046

HOMO level, eV: -9.47
Gap between HOMO and LUMO, eV: 5.768
F_max, eV/Å: 4.93
LUMO level, eV: -3.700

no.,energy (Eh)
1,-308.08449
2,-5332.87994
3,-326.46076
4,-1225.15254
5,-878.58872
6,-208.80588